[1]
An isolated molecule of C3H2O2S3 in a non-equilibrium geometry, computed with ωB97M-V/def2-TZVPD.

SMILES: OC(=S)C(=S)C(O)=S
HOMO: -9.116 eV
total energy: -39741.450 eV
orbital gap: 0.2523 Eh
ΔE to the lowest compared entry with this formula, charge and spin: 43.27 kcal/mol

Last column: Mulliken charge in e.
CARTESIAN COORDINATES (ANGSTROEM)
C1 -0.51 0.48 1.10  0.038
C2 -0.48 -0.57 0.11  0.341
C3 0.47 -0.15 -1.07  0.402
H1 0.94 1.53 1.99  0.323
H2 -0.18 -1.77 -1.85  0.281
O1 0.88 0.72 1.52  -0.391
O2 0.46 -1.03 -2.11  -0.406
S1 -1.83 1.49 1.29  -0.146
S2 -0.97 -1.99 0.49  -0.235
S3 1.22 1.29 -1.47  -0.207

***

[2]
A 3-piece molecular cluster, C2H8O2 overall in a non-equilibrium geometry, computed with ωB97M-V/def2-TZVPD.

SMILES: C=C.O.O
HOMO: -10.045 eV
total energy: -6297.195 eV
orbital gap: 0.3921 Eh
ΔE to the lowest compared entry with this formula, charge and spin: 28.03 kcal/mol

Last column: Mulliken charge in e.
CARTESIAN COORDINATES (ANGSTROEM)
C1 2.25 0.61 -0.24  -0.388
C2 1.41 0.24 -1.28  -0.777
H1 1.95 1.52 0.25  0.208
H2 3.15 0.14 0.03  0.282
H3 0.50 0.77 -1.43  0.227
H4 1.66 -0.47 -1.98  0.452
H5 -1.05 -2.48 0.48  0.323
H6 -0.03 -1.91 -0.60  0.330
O1 -0.99 -1.90 -0.35  -0.654
H7 -2.34 1.22 0.69  0.316
H8 -1.96 0.36 1.76  0.323
O2 -1.99 1.37 1.59  -0.643

***

[3]
C21H63F2I2Na4O28P7 as an isolated structure in a non-equilibrium geometry, computed with ωB97M-V/def2-TZVPD.

HOMO: -7.485 eV
total energy: -184473.881 eV
orbital gap: 0.2779 Eh

Last column: Mulliken charge in e.
CARTESIAN COORDINATES (ANGSTROEM)
Na1 4.17 0.74 -2.66  0.647
Na2 0.56 3.25 -3.67  0.336
Na3 0.61 -0.74 -3.21  0.766
Na4 1.00 1.64 -0.57  1.306
F1 2.30 -0.35 -1.43  -0.656
F2 -0.52 1.50 -2.44  -0.752
I1 2.50 1.19 -5.17  -0.708
I2 2.45 4.15 -1.55  -0.779
C1 -4.10 3.74 5.17  -0.638
O1 -3.12 2.86 4.51  -0.377
P1 -2.68 3.03 2.96  1.028
O2 -1.29 2.66 2.50  -0.340
O3 -3.94 2.30 2.23  -0.390
C2 -4.03 1.65 0.96  0.141
O4 -2.81 4.65 2.79  -0.433
C3 -2.93 5.25 1.53  -0.530
H1 -5.11 3.71 4.79  0.215
H2 -3.64 4.70 4.94  0.340
H3 -4.04 3.35 6.19  0.202
H4 -3.04 1.22 0.80  0.129
H5 -4.34 2.19 0.08  -0.316
H6 -4.71 0.83 1.18  0.260
H7 -1.93 5.51 1.19  0.292
H8 -3.31 6.27 1.62  0.333
H9 -3.46 4.73 0.73  0.069
C4 -3.25 -3.87 2.64  -0.721
O5 -2.12 -4.21 1.96  -0.417
P2 -2.03 -3.72 0.37  0.461
O6 -2.88 -4.43 -0.60  -0.667
O7 -0.51 -4.04 0.09  0.029
C5 -0.01 -5.33 0.12  -0.975
O8 -2.02 -2.01 0.42  0.394
C6 -1.76 -1.25 -0.78  -0.348
H10 -4.12 -3.88 1.98  0.333
H11 -3.14 -2.89 3.08  0.194
H12 -3.33 -4.50 3.53  0.279
H13 0.21 -5.67 1.13  0.249
H14 0.92 -5.32 -0.44  0.249
H15 -0.75 -5.93 -0.41  0.395
H16 -1.51 -1.93 -1.60  0.414
H17 -0.85 -0.66 -0.72  -0.063
H18 -2.62 -0.64 -1.06  0.258
C7 1.43 0.11 5.64  -0.688
O9 1.74 0.71 4.29  -0.278
P3 1.13 0.09 2.87  -0.212
O10 1.23 1.06 1.69  -0.080
O11 -0.31 -0.43 3.32  0.092
C8 -0.36 -1.71 4.02  -0.612
O12 1.96 -1.27 2.60  0.565
C9 1.63 -2.21 1.54  -0.609
H19 1.98 -0.83 5.69  0.273
H20 0.36 0.11 5.83  0.225
H21 1.83 0.62 6.51  0.341
H22 0.62 -2.01 4.39  0.372
H23 -0.78 -2.49 3.38  -0.139
H24 -1.08 -1.69 4.84  0.245
H25 2.50 -2.60 1.01  0.144
H26 0.90 -1.84 0.82  -0.032
H27 1.23 -3.01 2.16  0.368
C10 -2.55 -2.88 -6.99  -0.790
O13 -3.09 -2.83 -5.73  -0.258
P4 -2.88 -1.54 -4.74  0.363
O14 -1.53 -1.50 -4.09  -0.172
O15 -3.12 -0.24 -5.58  -0.309
C11 -2.56 1.00 -5.27  -0.536
O16 -4.21 -1.68 -3.73  -0.109
C12 -5.52 -2.22 -4.23  -0.502
H28 -1.46 -2.91 -6.95  0.317
H29 -3.06 -2.21 -7.69  0.285
H30 -2.84 -3.86 -7.37  0.277
H31 -3.18 1.86 -5.54  0.305
H32 -1.62 1.13 -5.81  0.364
H33 -2.29 1.11 -4.22  0.061
H34 -5.69 -2.39 -5.29  0.317
H35 -6.16 -1.37 -4.01  -0.002
H36 -6.11 -2.94 -3.67  0.348
C13 -7.92 1.44 -3.78  -0.790
O17 -6.58 1.79 -4.06  -0.388
P5 -5.59 2.10 -2.75  1.197
O18 -5.34 0.85 -1.93  -0.512
O19 -4.34 2.86 -3.34  -0.389
C14 -3.29 3.39 -2.43  -0.645
O20 -6.39 3.29 -1.97  -0.388
C15 -6.75 3.23 -0.58  -0.654
H37 -8.62 2.28 -3.78  0.301
H38 -7.98 1.04 -2.76  0.296
H39 -8.15 0.57 -4.39  0.303
H40 -2.79 2.73 -1.73  0.283
H41 -3.76 4.21 -1.89  0.396
H42 -2.42 3.75 -2.97  0.168
H43 -6.08 3.68 0.15  0.211
H44 -6.81 2.18 -0.30  0.318
H45 -7.79 3.50 -0.44  0.352
C16 7.57 4.30 -0.49  -0.661
O21 7.57 3.04 0.20  -0.294
P6 6.51 1.83 0.07  0.522
O22 5.97 1.45 -1.28  -0.557
O23 7.15 0.57 0.89  -0.140
C17 8.50 0.28 0.58  -0.722
O24 5.31 2.39 1.09  -0.514
C18 4.24 1.56 1.51  -0.230
H46 7.76 4.13 -1.54  0.293
H47 8.37 4.86 0.00  0.251
H48 6.63 4.86 -0.48  0.293
H49 8.85 0.09 1.60  0.258
H50 9.00 1.01 -0.04  0.391
H51 8.59 -0.73 0.18  0.213
H52 3.47 2.28 1.78  0.309
H53 4.62 0.93 2.32  0.172
H54 3.81 0.97 0.71  0.150
C19 4.48 -1.84 3.38  -0.150
O25 5.71 -2.29 2.86  -0.288
P7 5.81 -3.46 1.79  1.050
O26 5.54 -4.80 2.38  -0.748
O27 4.95 -3.01 0.48  -0.293
C20 5.40 -1.86 -0.37  0.421
O28 7.34 -3.41 1.19  -0.285
C21 8.60 -3.71 1.85  -0.748
H55 4.70 -1.85 4.44  0.295
H56 3.68 -2.57 3.22  0.345
H57 4.21 -0.80 3.18  -0.267
H58 4.69 -1.04 -0.44  -0.285
H59 5.44 -2.29 -1.37  0.268
H60 6.35 -1.51 0.03  -0.092
H61 9.09 -2.74 1.89  0.240
H62 9.31 -4.49 1.56  0.297
H63 8.41 -3.96 2.89  0.304

***

[4]
A 2-piece molecular cluster, C3H6N2O2 overall in a non-equilibrium geometry, computed with ωB97M-V/def2-TZVPD.

HOMO (spin up / spin down): -7.698 / -8.162 eV
total energy: -10276.824 eV
orbital gap (spin up / spin down): 0.2634 / 0.3017 Eh
ΔE to the lowest compared entry with this formula, charge and spin: 183.88 kcal/mol

Last column: Mulliken charge in e.
CARTESIAN COORDINATES (ANGSTROEM)
C1 0.29 -1.56 -1.72  -0.212
C2 0.07 -0.26 -1.13  0.037
C3 0.03 1.14 1.68  -0.823
N1 0.07 -1.18 1.88  -0.128
N2 -0.01 -0.19 1.16  0.228
O1 0.11 -2.35 1.59  -0.500
O2 1.27 -0.53 -1.67  -0.311
H1 0.47 -2.41 -1.08  0.212
H2 -0.09 -1.77 -2.72  0.220
H3 -0.56 0.56 -1.45  0.312
H4 0.50 1.16 2.66  0.392
H5 0.60 1.76 0.99  0.290
H6 -0.98 1.54 1.76  0.283

***

[5]
A 2-piece molecular cluster, C5H12O3 overall in a non-equilibrium geometry, computed with ωB97M-V/def2-TZVPD.

SMILES: CC(C)CC(=O)O.O
HOMO: -10.005 eV
total energy: -11520.496 eV
orbital gap: 0.3901 Eh
ΔE to the lowest compared entry with this formula, charge and spin: 52.36 kcal/mol

Last column: Mulliken charge in e.
CARTESIAN COORDINATES (ANGSTROEM)
O1 -0.70 0.29 1.53  -0.537
C1 0.53 0.46 1.35  0.481
O2 1.47 -0.27 2.01  -0.466
C2 0.83 1.25 0.09  -0.677
C3 -0.14 0.90 -1.10  0.577
C4 -0.18 -0.65 -1.19  -1.475
C5 0.39 1.39 -2.47  -1.542
H1 1.03 -0.52 2.87  0.359
H2 0.54 2.30 0.28  0.303
H3 1.89 1.26 -0.24  0.345
H4 -1.09 1.24 -0.88  0.437
H5 -0.86 -0.83 -2.03  0.337
H6 0.86 -0.83 -1.39  0.446
H7 -0.33 -1.59 -0.40  0.265
H8 1.11 0.67 -2.84  0.409
H9 -0.31 1.32 -3.27  0.428
H10 0.95 2.37 -2.51  0.337
H11 -1.78 -3.01 0.95  0.309
H12 -2.32 -1.92 0.40  0.285
O3 -1.81 -2.58 0.09  -0.622

***

[6]
C3H8O2Ru as an isolated structure in a non-equilibrium geometry, computed with ωB97M-V/def2-TZVPD.

⟨S²⟩: 12.0138
HOMO (spin up / spin down): -16.477 / -21.338 eV
total energy: -9889.036 eV
multiplicity: 7
orbital gap (spin up / spin down): 0.2000 / 0.3018 Eh
ΔE to the lowest compared entry with this formula, charge and spin: 8.89 kcal/mol
charge: +2

Last column: Mulliken charge in e.
CARTESIAN COORDINATES (ANGSTROEM)
H1 2.69 1.10 -0.76  0.092
O1 1.15 1.36 -1.25  -0.459
C1 0.54 0.14 -1.62  -0.211
C2 -0.89 0.11 -1.13  -0.344
O2 -1.51 1.34 -1.52  -0.442
C3 -2.91 1.39 -1.29  -0.635
Ru1 -0.16 2.80 -1.47  1.554
H2 1.09 -0.71 -1.17  0.378
H3 0.57 0.00 -2.71  0.342
H4 -0.94 0.02 -0.03  0.371
H5 -1.44 -0.73 -1.58  0.387
H6 -3.26 2.39 -1.58  0.315
H7 -3.41 0.63 -1.90  0.291
H8 -3.13 1.22 -0.22  0.362